A molecular structure, C48H49N2O4P2PtSSi at a distorted geometry, computed with ωB97M-V with the def2-TZVPD basis set.

Last column: Löwdin charge in e.
Element x y z (Å)
Pt1 0.002 -0.257 -0.172  0.665
C1 -3.151 -0.678 -1.226  -0.249
P1 -1.920 -1.849 -0.484  0.986
C2 -2.777 -2.140 1.095  -0.353
C3 -4.031 -2.736 1.220  -0.094
C4 -4.603 -2.885 2.470  -0.091
C5 -3.946 -2.433 3.602  -0.089
C6 -2.708 -1.816 3.481  -0.068
C7 -2.132 -1.671 2.235  -0.110
C8 -2.047 -3.310 -1.532  -0.341
C9 -2.482 -4.580 -1.148  -0.095
C10 -2.309 -5.657 -1.990  -0.087
C11 -1.678 -5.503 -3.218  -0.081
C12 -1.200 -4.250 -3.590  -0.080
C13 -1.372 -3.171 -2.756  -0.098
C14 -2.982 0.608 -0.490  -0.426
C15 -3.873 1.618 -0.204  -0.086
C16 -3.142 2.619 0.464  -0.088
C17 -1.843 2.162 0.565  -0.407
C18 -0.636 2.860 1.089  -0.240
P2 0.910 1.841 0.739  1.028
C19 1.932 3.304 0.293  -0.309
C20 2.730 4.026 1.172  -0.072
C21 3.437 5.130 0.728  -0.091
C22 3.372 5.523 -0.598  -0.107
C23 2.592 4.797 -1.485  -0.087
C24 1.869 3.709 -1.039  -0.097
C25 1.420 1.387 2.412  -0.337
C26 2.763 1.306 2.768  -0.115
C27 3.124 0.974 4.059  -0.085
C28 2.152 0.684 5.003  -0.101
C29 0.815 0.699 4.640  -0.093
C30 0.448 1.041 3.353  -0.100
N1 -1.754 0.943 -0.019  -0.130
H1 -4.164 -1.082 -1.115  0.088
H2 -2.944 -0.567 -2.297  0.086
H3 -4.564 -3.080 0.344  0.104
H4 -5.577 -3.348 2.563  0.099
H5 -4.402 -2.552 4.574  0.097
H6 -2.197 -1.454 4.360  0.099
H7 -1.156 -1.202 2.110  0.063
H8 -2.955 -4.716 -0.186  0.092
H9 -2.661 -6.632 -1.682  0.102
H10 -1.540 -6.354 -3.869  0.097
H11 -0.678 -4.127 -4.530  0.104
H12 -0.966 -2.199 -3.013  0.106
H13 -4.919 1.643 -0.454  0.080
H14 -3.514 3.565 0.813  0.081
H15 -0.723 3.090 2.157  0.081
H16 -0.515 3.819 0.568  0.085
H17 2.790 3.738 2.211  0.097
H18 4.049 5.687 1.426  0.097
H19 3.918 6.392 -0.938  0.094
H20 2.555 5.081 -2.528  0.102
H21 1.254 3.145 -1.725  0.112
H22 3.509 1.483 2.011  0.098
H23 4.168 0.934 4.337  0.095
H24 2.438 0.430 6.013  0.093
H25 0.057 0.450 5.369  0.095
H26 -0.595 1.043 3.071  0.096
C31 3.124 -1.820 1.190  -0.205
Si1 1.683 -1.969 -0.115  0.515
C32 2.468 -2.190 -1.890  -0.199
C33 1.240 -3.819 0.266  -0.285
C34 0.080 -4.220 0.904  -0.129
C35 -0.183 -5.552 1.174  -0.105
C36 0.725 -6.526 0.798  -0.114
C37 1.906 -6.146 0.183  -0.101
C38 2.157 -4.808 -0.070  -0.119
H27 3.840 -2.618 1.023  -0.001
H28 2.748 -1.920 2.202  0.018
H29 3.637 -0.872 1.107  -0.011
H30 3.533 -1.971 -1.896  0.010
H31 1.997 -1.511 -2.594  0.001
H32 2.320 -3.199 -2.266  0.008
H33 -0.631 -3.468 1.209  0.049
H34 -1.100 -5.828 1.678  0.098
H35 0.520 -7.572 0.989  0.090
H36 2.638 -6.893 -0.096  0.093
H37 3.087 -4.529 -0.545  0.093
C39 7.515 -1.325 3.557  -0.047
C40 7.413 -0.994 2.100  -0.262
C41 6.683 -1.821 1.245  -0.033
C42 6.549 -1.506 -0.092  -0.041
C43 7.163 -0.367 -0.582  -0.293
C44 7.897 0.467 0.246  -0.053
C45 8.015 0.152 1.584  -0.034
S1 7.021 0.067 -2.290  0.652
O1 8.328 0.274 -2.859  -0.314
O2 6.174 -0.876 -2.974  -0.303
N2 6.351 1.603 -2.192  -0.135
C46 5.069 1.710 -1.526  -0.232
C47 3.890 1.194 -2.338  -0.076
C48 2.674 0.900 -1.431  -0.759
O3 1.593 0.671 -1.991  -0.128
O4 2.881 0.903 -0.198  -0.192
H38 7.650 -2.395 3.698  0.079
H39 6.595 -1.035 4.065  0.080
H40 8.348 -0.801 4.019  0.073
H41 6.218 -2.712 1.639  0.113
H42 5.973 -2.115 -0.770  0.112
H43 8.352 1.348 -0.178  0.116
H44 8.584 0.798 2.239  0.110
H45 6.339 2.005 -3.118  0.107
H46 4.914 2.759 -1.252  0.120
H47 5.140 1.130 -0.603  0.108
H48 4.163 0.250 -2.816  0.094
H49 3.603 1.904 -3.115  0.118

**E_tot**: -3758.82758 Eh
**Total charge**: -1
**HOMO energy**: -0.15257 hartree
**Gap between HOMO and LUMO**: 6.558 eV

2 unconnected molecules or ions with the total composition C37H36NO2 at a distorted geometry, computed with ωB97M-V with the def2-TZVPD basis set.

Last column: Löwdin charge in e.
Element x y z (Å)
C1 -7.847 2.105 -1.010  -0.083
C2 -7.216 2.315 0.222  -0.072
C3 -5.941 1.795 0.451  -0.030
C4 -5.279 1.063 -0.543  -0.198
C5 -3.835 0.617 -0.266  -0.196
C6 -2.830 1.709 -0.592  -0.191
C7 -1.685 1.806 0.203  -0.066
C8 -0.633 2.637 -0.183  -0.087
C9 -0.776 3.450 -1.315  -0.086
C10 -1.968 3.437 -2.045  -0.066
C11 -3.001 2.559 -1.688  -0.010
C12 -3.388 -0.640 -1.037  -0.311
C13 -4.305 -1.847 -0.790  -0.117
C14 -3.395 -3.074 -0.938  -0.143
C15 -1.963 -2.544 -1.043  -0.217
N1 -2.021 -1.101 -0.774  -0.029
C16 -5.915 0.836 -1.770  -0.055
C17 -7.196 1.367 -2.001  -0.071
H1 -8.841 2.517 -1.193  0.106
H2 -7.709 2.888 1.006  0.106
H3 -5.431 1.964 1.404  0.120
H4 -3.772 0.366 0.807  0.149
H5 -1.653 1.209 1.119  0.104
H6 0.291 2.642 0.396  0.094
H7 0.045 4.100 -1.619  0.104
H8 -2.106 4.097 -2.902  0.108
H9 -3.931 2.523 -2.261  0.117
H10 -3.426 -0.389 -2.116  0.148
H11 -4.755 -1.785 0.212  0.127
H12 -5.112 -1.825 -1.531  0.112
H13 -3.499 -3.743 -0.084  0.109
H14 -3.649 -3.619 -1.850  0.111
H15 -1.286 -3.048 -0.340  0.110
H16 -1.566 -2.745 -2.052  0.092
H17 -1.369 -0.553 -1.331  0.104
H18 -5.413 0.271 -2.563  0.111
H19 -7.674 1.197 -2.968  0.106
C18 5.483 -4.310 -3.862  -0.030
O1 4.105 -3.977 -4.141  -0.042
C19 3.440 -3.153 -3.290  -0.211
C20 2.028 -3.097 -3.419  0.037
C21 1.269 -2.457 -2.470  0.024
C22 1.855 -1.831 -1.320  -0.163
C23 1.068 -1.336 -0.248  0.137
C24 1.637 -0.905 0.996  -0.170
C25 1.040 0.165 1.715  0.013
C26 1.591 0.678 2.868  0.045
C27 2.767 0.117 3.386  -0.198
O2 3.260 0.598 4.601  0.011
C28 4.317 1.516 4.606  -0.244
C29 4.061 2.769 5.172  -0.004
C30 5.027 3.768 5.063  -0.070
C31 6.264 3.488 4.472  -0.083
C32 6.528 2.208 3.975  -0.072
C33 5.550 1.208 4.029  -0.013
C34 3.386 -0.953 2.732  0.024
C35 2.815 -1.468 1.579  -0.005
C36 3.288 -1.734 -1.339  0.012
C37 4.065 -2.398 -2.266  0.023
H20 5.758 -4.986 -4.673  0.103
H21 6.121 -3.416 -3.882  0.098
H22 5.583 -4.822 -2.894  0.109
H23 1.578 -3.622 -4.258  0.135
H24 0.187 -2.442 -2.579  0.095
H25 -0.006 -1.281 -0.347  0.080
H26 0.142 0.624 1.307  0.072
H27 1.136 1.520 3.390  0.139
H28 3.091 2.948 5.634  0.123
H29 4.807 4.766 5.445  0.111
H30 7.025 4.269 4.399  0.108
H31 7.498 1.978 3.531  0.109
H32 5.723 0.211 3.620  0.103
H33 4.303 -1.370 3.143  0.125
H34 3.302 -2.315 1.099  0.120
H35 3.803 -1.142 -0.586  0.121
H36 5.154 -2.375 -2.200  0.120

**E_tot**: -1636.46628 Eh
**Energy relative to the best compared isomer or geometry (same formula, charge and spin)**: 10.7 kcal per mole
**Total charge**: +1
**HOMO energy**: -0.39654 hartree
**Gap between HOMO and LUMO**: 5.590 eV

C4H8N2O in the gas phase, computed with ωB97M-V with the def2-TZVPD basis set.

Last column: natural (NBO) charge in e.
Element x y z (Å)
C1 -0.610 0.115 -1.570  -0.630
C2 -0.104 -0.165 -0.164  -0.019
C3 -0.565 0.909 0.825  0.667
N1 0.177 1.029 1.956  -0.823
O1 -1.523 1.626 0.583  -0.621
C4 0.047 -1.604 0.200  -0.226
N2 1.203 -0.731 0.205  -0.608
H1 -0.857 -0.811 -2.094  0.207
H2 -1.533 0.691 -1.455  0.263
H3 0.077 0.703 -2.185  0.213
H4 1.073 0.566 1.999  0.418
H5 0.015 1.859 2.507  0.401
H6 -0.275 -2.044 1.138  0.202
H7 -0.026 -2.268 -0.663  0.189
H8 1.829 -0.953 -0.560  0.365

**E_tot**: -341.95260 Eh
**Energy relative to the best compared isomer or geometry (same formula, charge and spin)**: 32.0 kcal per mole
**Total charge**: 0
**HOMO energy**: -0.35213 hartree
**SMILES**: C[C@@]1(C(N)=O)CN1
**Gap between HOMO and LUMO**: 10.600 eV